1.
Density functional theory data (ωB97M-V/def2-TZVPD) for a 2-piece molecular cluster, C19H16F3N3 overall.

Bonds (Å) are listed after each position.
Atoms and positions in Å:
1 C -0.397 -0.423 2.564  C2 1.387, C4 1.406, H12 1.093
2 C -1.386 0.549 2.601  C1 1.387, N3 1.175
3 N -2.245 1.346 2.689  C2 1.175
4 C 0.956 -0.094 2.759  C1 1.406, C5 1.427, C11 1.428
5 C 1.927 -1.132 2.886  C4 1.427, C6 1.380, H13 1.090
6 C 3.270 -0.828 2.966  C5 1.380, C7 1.403, H14 1.091
7 C 3.698 0.509 2.961  C6 1.403, C8 1.436, C10 1.405
8 C 5.099 0.823 2.977  C7 1.436, N9 1.170
9 N 6.240 1.084 2.984  C8 1.170
10 C 2.751 1.546 2.919  C7 1.405, C11 1.384, H15 1.092
11 C 1.400 1.261 2.827  C4 1.428, C10 1.384, H16 1.095
12 H -0.714 -1.469 2.565  C1 1.093
13 H 1.582 -2.165 2.944  C5 1.090
14 H 4.013 -1.624 3.024  C6 1.091
15 H 3.095 2.582 2.951  C10 1.092
16 H 0.668 2.076 2.836  C11 1.095
17 C -2.524 -3.151 0.265  N18 1.460, H31 1.091, H32 1.098, H33 1.096
18 N -2.221 -2.015 -0.601  C17 1.460, C19 1.465, C20 1.316
19 C -3.125 -1.805 -1.736  N18 1.465, H34 1.093, H35 1.096, H36 1.097
20 C -1.134 -1.296 -0.418  N18 1.316, C21 1.450, H37 1.101
21 C -0.761 -0.184 -1.270  C20 1.450, C22 1.413, C30 1.418
22 C -1.671 0.851 -1.583  C21 1.413, C23 1.378, H38 1.096
23 C -1.351 1.842 -2.485  C22 1.378, C24 1.394, H39 1.087
24 C -0.075 1.860 -3.047  C23 1.394, C25 1.497, C29 1.392
25 C 0.278 2.944 -4.017  C24 1.497, F26 1.367, F27 1.374, F28 1.367
26 F 1.610 3.247 -4.001  C25 1.367
27 F -0.034 2.583 -5.306  C25 1.374
28 F -0.397 4.105 -3.757  C25 1.367
29 C 0.871 0.888 -2.734  C24 1.392, C30 1.386, H40 1.086
30 C 0.539 -0.110 -1.831  C21 1.418, C29 1.386, H41 1.092
31 H -3.476 -3.577 -0.055  C17 1.091
32 H -1.747 -3.921 0.178  C17 1.098
33 H -2.593 -2.846 1.315  C17 1.096
34 H -3.811 -2.655 -1.756  C19 1.093
35 H -3.708 -0.882 -1.643  C19 1.096
36 H -2.572 -1.774 -2.683  C19 1.097
37 H -0.437 -1.643 0.360  C20 1.101
38 H -2.659 0.865 -1.110  C22 1.096
39 H -2.070 2.611 -2.756  C23 1.087
40 H 1.854 0.913 -3.194  C29 1.086
41 H 1.258 -0.894 -1.586  C30 1.092

Properties
HOMO = -6.21 eV
gap between HOMO and LUMO = 0.1534 Ha

2.
Density functional theory data (ωB97M-V/def2-TZVPD) for a single C4H15N4P molecule.

Bonds (Å) are listed after each position.
Atoms and positions in Å:
1 C 2.202 -0.197 -1.962  N5 1.488, H10 1.077, H11 1.080, H12 1.109
2 C -1.718 -2.307 0.105  N6 1.483, H13 1.083, H14 1.118, H15 1.193
3 C -2.114 1.099 0.169  N7 1.475, H16 1.102, H17 1.088, H18 1.107
4 C 1.739 1.491 1.303  N8 1.404, H19 1.147, H20 1.064, H21 1.098
5 N 1.195 -0.769 -1.028  C1 1.488, P9 1.527
6 N -0.793 -1.356 0.769  C2 1.483, P9 1.614, H22 1.049
7 N -1.201 0.496 -0.821  C3 1.475, P9 1.658, H23 0.967
8 N 0.448 0.959 1.444  C4 1.404, P9 2.045, H24 1.006
9 P 0.063 -0.310 -0.113  N5 1.527, N6 1.614, N7 1.658, N8 2.045
10 H 1.652 -0.113 -2.884  C1 1.077
11 H 3.019 -0.904 -1.946  C1 1.080
12 H 2.515 0.811 -1.620  C1 1.109
13 H -2.466 -2.328 0.888  C2 1.083
14 H -2.001 -1.812 -0.856  C2 1.118
15 H -1.249 -3.338 -0.269  C2 1.193
16 H -3.038 1.299 -0.397  C3 1.102
17 H -2.281 0.271 0.855  C3 1.088
18 H -1.675 2.071 0.463  C3 1.107
19 H 1.834 2.338 0.535  C4 1.147
20 H 1.942 2.046 2.188  C4 1.064
21 H 2.468 0.776 0.898  C4 1.098
22 H -0.111 -1.798 1.432  N6 1.049
23 H -0.850 1.141 -1.451  N7 0.967
24 H 0.418 0.434 2.301  N8 1.006

Properties
energy relative to the best compared isomer or geometry (same formula, charge and spin) = 0.608 eV
HOMO = -8.26 eV
gap between HOMO and LUMO = 0.3389 Ha
structure (SMILES) = CN=P(NC)(NC)NC